Record 1
Below is a 4-piece molecular cluster, C16H22N4 overall at a distorted geometry, with properties calculated with the ωB97M-V functional and the def2-TZVPD basis.

XYZ file:
```
42
Properties=species:S:1:pos:R:3:forces:R:3:nbo_charge:R:1
C 5.197725 0.454942 -1.081850 0.8 -0.8 -1.2 -0.294
C 3.987173 0.066136 -0.489251 -0.9 1.3 -0.2 -0.313
C 3.189934 1.197992 -0.525044 0.4 0.3 0.6 -0.057
N 3.911025 2.261235 -1.058300 0.7 -1.5 -1.0 -0.524
C 5.136061 1.742474 -1.555844 -1.0 0.3 1.8 -0.098
H 5.988343 -0.260115 -1.255103 0.2 0.3 -0.1 0.213
H 3.693844 -0.917403 -0.153087 0.1 0.2 0.1 0.231
H 2.214783 1.334654 -0.081415 0.0 0.1 -0.1 0.218
H 3.577652 3.204260 -1.198537 0.0 -0.4 0.0 0.412
H 5.896977 2.333962 -2.043238 -0.3 0.1 0.1 0.212
C -0.944549 -3.651033 -2.602782 1.4 -0.2 -0.4 -0.313
C -1.947656 -2.865032 -2.043005 0.1 1.8 -0.2 -0.319
C -1.662054 -1.534658 -2.373389 1.2 -0.2 0.0 -0.078
N -0.425257 -1.495960 -3.066251 -1.9 -2.0 1.1 -0.515
C -0.001597 -2.820777 -3.183027 -0.3 0.8 -0.4 -0.063
H -0.928107 -4.728975 -2.538131 0.3 0.1 -0.1 0.223
H -2.692871 -3.277486 -1.378972 -0.4 0.4 -0.3 0.222
H -2.117916 -0.598978 -2.085120 -0.1 -0.2 0.0 0.212
H 0.014757 -0.680253 -3.467643 -0.1 -0.3 0.2 0.422
H 0.916194 -3.013992 -3.718503 -0.1 -0.2 0.1 0.212
C -1.083376 2.942157 0.395818 0.1 -0.4 -1.0 -0.312
C -0.505046 2.437158 1.585482 -1.1 0.5 0.6 -0.316
C -1.354541 2.859462 2.581591 -0.5 0.1 0.5 -0.070
N -2.380538 3.633435 2.045445 0.0 -1.0 -0.7 -0.522
C -2.269684 3.569379 0.674865 1.0 0.6 0.0 -0.080
H -0.671147 2.832319 -0.596363 -0.1 -0.1 0.0 0.213
H 0.290276 1.719916 1.724843 0.1 0.3 -0.1 0.253
H -1.460161 2.480044 3.587211 0.3 0.4 0.1 0.207
H -3.119744 4.146483 2.504199 0.3 -0.5 0.2 0.415
H -2.933003 4.030759 -0.041754 -0.1 0.2 0.4 0.212
C -2.436271 -0.428978 1.719060 -0.5 -0.2 -0.4 -0.619
C -2.130355 -1.909230 1.545701 0.0 0.0 1.6 -0.387
C -0.743266 -2.351203 2.023244 1.5 -0.2 -1.5 -0.530
C 0.318775 -1.368600 1.912766 3.1 3.9 0.4 0.318
N 1.164844 -0.536144 1.899829 -2.9 -3.0 -0.1 -0.378
H -3.407133 -0.217992 1.270732 -0.1 0.1 -0.1 0.214
H -1.713153 0.244919 1.259628 0.0 -0.1 0.2 0.232
H -2.562117 -0.222237 2.781849 0.3 0.3 0.0 0.205
H -2.244114 -2.320595 0.542742 -0.4 0.4 0.2 0.221
H -2.749448 -2.416724 2.285488 -0.7 -0.3 -0.6 0.210
H -0.441765 -3.023243 1.219771 0.2 -0.8 0.3 0.259
H -0.573495 -2.852078 2.976346 -0.7 0.0 0.1 0.251
```
Forces are in eV/Å.

Its multiplicity is 1. Its largest force on an atom is 5.0 eV Å⁻¹. As for the SMILES: c1cc[nH]c1.c1cc[nH]c1.c1cc[nH]c1.CCCC#N. For the HOMO energy, the calculation gives -7.8918 eV. Its energy relative to the best compared isomer or geometry (same formula, charge and spin) is 93.9 kcal/mol. For the frontier orbital gap, the calculation gives 0.3180 hartree.



Record 2
Below is C70H65N2P3SSbSiSn as an isolated structure, with properties calculated with the ωB97M-V functional and the def2-TZVPD basis.

XYZ file:
```
144
Properties=species:S:1:pos:R:3:forces:R:3:mulliken_charge:R:1
Sn 0.712662 -0.110271 -0.215901 -0.4 -0.4 0.1 0.830
C -0.432027 -1.118351 6.741887 0.0 0.0 0.0 -0.704
C -1.377276 -0.196540 6.308470 -0.1 0.1 0.0 -0.975
C -1.256770 0.390909 5.061183 0.1 0.0 0.1 -0.395
C -0.175660 0.071674 4.235334 0.4 0.1 0.1 0.171
C 0.765118 -0.851006 4.677376 0.0 0.1 0.0 -0.160
C 0.637868 -1.444979 5.926023 0.0 -0.1 0.1 -0.794
P -0.054253 0.718772 2.520837 -0.8 -0.1 0.5 1.243
C -1.874729 0.550525 2.247122 0.0 -0.1 -0.4 0.850
C -2.790391 1.683460 2.447809 -0.1 0.0 0.2 -0.684
C -4.112391 1.516243 2.489234 0.0 0.0 0.1 -1.451
C -4.776417 0.237584 2.088803 0.1 0.0 0.1 0.021
C -3.814806 -0.968280 1.866474 0.2 0.1 0.0 -0.652
C -2.353688 -0.684245 2.070146 -0.1 0.1 -0.2 -1.502
C 0.192904 2.536895 2.652720 0.3 0.0 0.0 -0.217
C 0.140007 3.171489 3.893554 0.0 0.0 -0.1 -0.290
C 0.421877 4.523167 4.015351 0.0 0.0 0.0 -0.833
C 0.787732 5.255732 2.899022 0.0 0.1 0.0 -1.068
C 0.856732 4.632208 1.664136 0.0 0.0 -0.1 0.101
C 0.560732 3.278451 1.504993 -0.2 -0.4 -0.1 -0.001
Si 0.830927 2.458052 -0.193029 0.1 0.7 -0.1 0.103
C -0.125068 3.163448 -1.676033 -0.2 -0.3 0.2 0.610
C -0.683243 4.440827 -1.663541 0.0 -0.1 0.1 -0.169
C -1.195644 5.012611 -2.818475 0.1 0.0 0.0 -0.834
C -1.133589 4.318276 -4.017743 -0.1 0.0 -0.1 -1.043
C -0.609436 3.035274 -4.050578 0.0 0.1 0.1 -0.735
C -0.129384 2.439339 -2.884368 -0.1 0.0 0.1 -0.066
P 0.477551 0.706258 -2.953729 0.1 0.4 -0.8 1.751
C 1.595086 0.799591 -4.406887 0.2 0.1 0.1 0.270
C 1.475243 -0.014879 -5.530093 0.1 0.1 0.0 -0.750
C 2.325677 0.166094 -6.613201 0.1 0.0 0.0 -0.668
C 3.308346 1.142623 -6.579744 0.0 0.0 0.0 -0.805
C 3.453009 1.934369 -5.448713 0.1 0.1 0.1 -0.649
C 2.605928 1.763441 -4.367455 -0.1 -0.1 0.0 0.333
C -0.860017 -0.310790 -3.665892 -0.1 -0.1 0.5 0.989
C -0.616373 -1.684418 -3.632111 0.0 0.0 0.1 -0.809
C -1.544953 -2.582829 -4.134744 0.0 0.0 0.0 -0.537
C -2.748878 -2.113047 -4.639377 0.0 0.0 0.0 -0.904
C -3.015365 -0.751173 -4.633674 0.0 0.0 -0.1 -0.684
C -2.068856 0.151548 -4.173126 0.0 0.0 0.1 -1.056
C 2.594722 2.979330 -0.740013 -0.1 -0.4 0.1 -0.338
C 2.853831 4.242922 -1.272324 0.0 0.0 0.0 -0.190
C 4.122069 4.595514 -1.705536 -0.1 0.0 0.0 -0.866
C 5.161783 3.677009 -1.634986 0.1 0.0 0.0 -1.008
C 4.928002 2.408754 -1.132187 0.0 0.0 0.0 -0.216
C 3.653146 2.064959 -0.680297 -0.1 0.1 0.0 -0.174
P 3.327500 0.436419 0.050175 0.6 0.2 -0.1 1.924
C 4.067512 0.510093 1.708781 -0.3 -0.1 0.1 0.952
C 3.696457 -0.479161 2.618578 0.0 0.0 -0.1 -0.708
C 4.262476 -0.513407 3.882333 0.0 -0.1 0.0 -0.541
C 5.210827 0.432716 4.242685 0.0 0.0 0.0 -0.870
C 5.583757 1.416914 3.339251 0.0 0.0 0.0 -0.691
C 5.011156 1.464582 2.077210 -0.1 0.0 0.0 -0.680
C 4.407830 -0.695566 -0.869734 -0.1 -0.1 -0.1 0.112
C 4.263166 -0.722274 -2.257551 0.0 0.0 0.1 0.012
C 5.002969 -1.610595 -3.017668 0.0 0.0 -0.1 -0.593
C 5.882326 -2.487950 -2.395715 0.0 0.0 0.0 -0.835
C 6.017138 -2.473353 -1.015866 0.0 -0.1 0.0 -0.625
C 5.283178 -1.579861 -0.247905 -0.1 0.1 0.0 -0.808
H -0.542895 -1.586928 7.710744 0.0 0.0 0.0 0.406
H -2.221519 0.054475 6.937616 0.0 0.0 0.0 0.458
H -2.011003 1.089709 4.721961 0.0 0.0 0.1 0.582
H 1.592378 -1.108946 4.032450 0.0 -0.1 0.0 0.158
H 1.366703 -2.175067 6.254018 0.0 0.0 0.0 0.449
H -2.345362 2.645297 2.674313 -0.1 0.0 0.0 0.583
H -4.767277 2.336792 2.759778 0.1 0.1 -0.1 0.466
H -5.620692 0.012070 2.738802 0.0 0.0 0.0 0.933
H -4.089302 -1.877176 2.401880 -0.1 0.0 0.0 0.613
H -1.676521 -1.534720 2.008961 0.0 0.0 0.0 0.702
H -0.112246 2.610890 4.781770 0.0 0.0 0.0 0.503
H 0.369691 4.996914 4.986769 0.0 0.0 0.0 0.444
H 1.030308 6.306221 2.992001 0.0 0.0 0.0 0.452
H 1.172909 5.208032 0.801949 0.0 0.1 0.0 0.338
H -0.725071 4.988503 -0.728453 0.0 0.1 0.0 0.428
H -1.620124 6.007727 -2.785555 0.0 0.0 0.0 0.463
H -1.506622 4.772018 -4.926685 0.0 0.0 0.0 0.411
H -0.570756 2.497481 -4.990395 0.0 0.0 0.0 0.640
H 0.718726 -0.783478 -5.580978 -0.1 0.0 0.0 0.414
H 2.208827 -0.456011 -7.491027 0.0 0.0 0.0 0.451
H 3.954779 1.295315 -7.433707 0.0 0.0 0.0 0.403
H 4.223046 2.694135 -5.409621 0.0 0.0 0.0 0.497
H 2.713620 2.386577 -3.484368 0.0 0.1 -0.1 -0.147
H 0.315015 -2.048342 -3.204445 0.0 -0.1 0.0 0.361
H -1.331629 -3.644554 -4.124127 0.0 0.0 0.0 0.483
H -3.476924 -2.805904 -5.040159 0.0 0.0 0.1 0.421
H -3.972100 -0.390976 -4.989654 0.0 0.0 -0.1 0.465
H -2.297619 1.207212 -4.182255 0.0 0.0 0.1 0.476
H 2.039902 4.952873 -1.366782 0.0 0.0 -0.1 0.330
H 4.297968 5.583577 -2.110913 0.0 0.0 0.0 0.468
H 6.151695 3.950086 -1.976255 0.0 0.0 0.0 0.458
H 5.730524 1.681280 -1.099858 0.0 0.0 0.0 0.584
H 2.968321 -1.224386 2.310791 0.0 0.0 0.1 0.689
H 3.967199 -1.278311 4.589115 0.0 0.0 0.0 0.545
H 5.660529 0.401163 5.225995 0.0 0.0 0.0 0.397
H 6.328309 2.151752 3.615435 0.0 0.0 0.0 0.465
H 5.300266 2.243394 1.386456 0.0 0.0 0.0 0.384
H 3.567320 -0.040023 -2.733459 0.0 0.0 -0.1 0.154
H 4.887985 -1.621118 -4.094014 0.0 0.0 0.0 0.546
H 6.460892 -3.183471 -2.989107 0.0 0.0 0.0 0.403
H 6.694903 -3.163472 -0.530563 0.0 0.0 0.0 0.441
H 5.390362 -1.571476 0.828890 0.0 0.0 0.0 0.467
S -6.926168 -0.225224 0.193561 0.1 -0.1 0.3 -0.205
C -5.179393 0.206346 0.571523 -0.3 -0.1 -0.1 1.636
C -4.241851 -1.017803 0.348336 -0.1 0.0 0.2 -1.022
C -3.088931 -0.754305 -0.532776 0.3 0.2 -0.4 -0.597
N -2.710807 0.391502 -0.932402 0.4 -0.3 -0.5 0.853
C -3.594187 1.481115 -0.800744 -0.1 0.0 0.0 -0.958
C -4.773016 1.410449 -0.201013 -0.1 0.1 0.0 -1.271
C -7.805159 0.486722 1.574158 0.1 -0.1 -0.3 0.434
C -8.314893 -0.343063 2.562927 -0.1 0.1 0.1 -0.223
C -9.082754 0.233618 3.567273 0.0 -0.1 0.0 -0.400
N -9.355735 1.531350 3.625985 -0.1 0.0 0.1 -0.587
C -8.855866 2.315223 2.677700 0.1 0.0 -0.1 -0.424
C -8.066798 1.848546 1.634667 -0.1 0.0 0.1 -0.111
H -4.752635 -1.941680 0.077457 0.0 0.0 0.0 0.478
H -2.472890 -1.607520 -0.812929 0.2 -0.1 0.1 0.411
H -3.267467 2.380869 -1.302093 0.0 0.1 -0.1 0.320
H -5.454431 2.250751 -0.233296 0.0 0.0 0.1 0.243
H -8.131690 -1.408281 2.543654 0.0 0.0 0.0 0.449
H -9.508644 -0.380400 4.352874 0.0 0.0 0.0 0.366
H -9.115485 3.365937 2.744797 0.1 0.0 0.0 0.369
H -7.686479 2.524837 0.881838 -0.1 0.0 0.0 0.382
C 0.408147 -6.356907 2.466342 0.1 0.0 -0.1 -1.183
C 1.256332 -5.870619 1.293722 -0.2 0.1 0.0 -0.705
Sb 0.673875 -3.876159 0.666686 0.2 -0.3 -0.1 0.216
C -1.020900 -4.457955 -0.587232 0.1 0.1 0.1 0.156
C -1.154262 -5.928680 -0.959998 0.0 0.0 0.0 -1.392
C 2.200782 -3.742938 -0.878892 -0.2 0.1 0.1 0.535
C 2.060608 -4.740782 -2.020249 0.1 0.1 0.1 -1.276
H 0.726473 -7.347312 2.796420 0.0 0.0 0.0 0.386
H -0.645413 -6.421526 2.187033 0.0 0.0 0.1 0.259
H 0.484734 -5.676573 3.316428 0.0 0.0 0.0 0.291
H 1.158981 -6.548971 0.445765 0.1 0.0 0.0 0.379
H 2.309323 -5.824634 1.577073 0.0 0.0 -0.1 0.456
H -0.962072 -3.846841 -1.491514 0.0 0.1 0.1 -0.391
H -1.903159 -4.128153 -0.032607 0.0 0.0 -0.1 0.456
H -0.284603 -6.288719 -1.508643 0.0 0.0 0.0 0.248
H -2.027339 -6.070451 -1.601803 0.0 -0.1 0.0 0.428
H -1.283988 -6.563166 -0.083361 0.0 0.0 0.0 0.307
H 3.160522 -3.870483 -0.372541 0.0 0.0 0.0 0.479
H 2.183441 -2.718422 -1.261103 0.0 0.0 0.0 -0.592
H 2.127593 -5.765723 -1.653533 0.0 0.0 -0.1 0.354
H 2.858341 -4.596868 -2.753110 0.0 0.0 0.0 0.395
H 1.105355 -4.621296 -2.535012 0.0 -0.1 0.0 0.169
```
Forces are in eV/Å.

Its multiplicity is 1. Its largest force on an atom is 0.9 eV Å⁻¹. As for the net charge: +1. For the HOMO energy, the calculation gives -9.7371 eV. For the frontier orbital gap, the calculation gives 0.2821 hartree.